{
  "formula": "C4H10NO",
  "method": "ωB97M-V/def2-TZVPD",
  "gap_ev": 9.07,
  "lumo_ha": -0.19146,
  "e_above_lowest_kcal_mol": 37.8,
  "total_energy_ev": -7839.6783,
  "total_charge": 1,
  "molar_mass_da": 88.13,
  "elements": ["C", "C", "C", "N", "C", "H", "H", "H", "H", "H", "H", "H", "H", "H", "H", "O"],
  "coordinates": [[-1.467, 2.154, 0.045], [-1.344, 0.700, 0.307], [-0.502, 0.150, 1.169], [-0.325, -1.278, 1.194], [0.756, -1.870, 1.504], [-0.623, 2.470, -0.570], [-1.585, 2.774, 0.932], [-2.322, 2.360, -0.604], [-1.901, 0.003, -0.291], [0.304, 0.624, 1.698], [-1.118, -1.824, 0.864], [1.640, -1.300, 1.764], [0.715, -2.945, 1.597], [2.230, -1.367, -3.104], [3.017, -0.175, -3.638], [2.525, -0.475, -2.867]],
  "atomic_forces_ev_per_a": [[-0.61, 0.23, -0.81], [0.31, -0.11, 0.45], [0.83, -0.50, -0.44], [-0.24, 0.74, -0.46], [-0.32, -0.38, 0.52], [0.26, 0.15, 0.31], [0.34, -0.11, 0.07], [-0.06, -0.16, 0.25], [-0.55, -0.11, -0.29], [-0.16, 0.50, 0.34], [-0.03, -0.16, 0.26], [-0.07, 0.01, 0.05], [0.33, -0.10, -0.28], [0.15, 0.32, 0.01], [0.03, 0.05, 0.01], [-0.22, -0.39, 0.02]],
  "nbo_charge": [-0.68, -0.05, -0.10, -0.38, 0.10, 0.26, 0.26, 0.25, 0.21, 0.23, 0.44, 0.23, 0.23, 0.47, 0.48, -0.95]
}

---

{
  "formula": "C4H10NO",
  "method": "ωB97M-V/def2-TZVPD",
  "gap_ev": 9.23,
  "lumo_ha": -0.19414,
  "e_above_lowest_kcal_mol": 30.2,
  "total_energy_ev": -7840.0058,
  "total_charge": 1,
  "molar_mass_da": 88.13,
  "elements": ["C", "C", "C", "C", "N", "H", "H", "H", "H", "H", "H", "H", "H", "H", "H", "O"],
  "coordinates": [[-0.059, -1.897, 0.026], [-0.387, -0.644, 0.763], [-1.378, -0.498, 1.619], [0.227, 1.718, 0.663], [0.425, 0.491, 0.398], [-0.097, -2.761, 0.668], [-0.696, -2.092, -0.830], [0.972, -1.930, -0.359], [-1.677, 0.408, 2.139], [-1.987, -1.352, 1.876], [0.977, 2.460, 0.445], [-0.675, 2.074, 1.157], [1.228, 0.310, -0.205], [1.413, 0.828, -3.241], [-0.041, 0.807, -2.811], [0.855, 0.680, -2.467]],
  "atomic_forces_ev_per_a": [[1.04, -0.44, -0.36], [-0.20, 0.06, -0.54], [-0.50, 0.05, 0.61], [-0.38, 0.49, 0.48], [0.13, 0.38, -0.13], [-0.34, -0.21, 0.39], [-0.26, 0.21, -0.06], [-0.24, 0.37, 0.10], [0.34, -0.01, -0.17], [0.04, -0.15, -0.11], [0.17, -0.06, -0.45], [0.14, -0.38, 0.03], [0.01, -0.29, 0.07], [0.09, -0.06, 0.13], [0.17, -0.07, 0.09], [-0.23, 0.12, -0.09]],
  "nbo_charge": [-0.67, 0.11, -0.31, 0.13, -0.40, 0.26, 0.25, 0.23, 0.22, 0.24, 0.23, 0.22, 0.47, 0.50, 0.49, -0.98]
}

---

{
  "formula": "C4H10NO",
  "method": "ωB97M-V/def2-TZVPD",
  "gap_ev": [9.09, 6.89],
  "lumo_ha": [-0.40904, -0.49029],
  "e_above_lowest_kcal_mol": 24.6,
  "total_energy_ev": -7826.0745,
  "total_charge": 2,
  "molar_mass_da": 88.13,
  "s_squared": 0.7589,
  "multiplicity": 2,
  "elements": ["C", "C", "C", "N", "C", "H", "H", "H", "H", "H", "H", "H", "H", "H", "H", "O"],
  "coordinates": [[-2.477, -0.564, 1.107], [-1.373, -0.035, 0.330], [-0.405, -0.878, -0.237], [0.889, -0.402, -0.455], [1.767, -0.979, -1.220], [-2.060, -0.845, 2.108], [-2.974, -1.427, 0.629], [-3.202, 0.200, 1.411], [-1.385, 1.041, 0.205], [-0.570, -1.909, -0.534], [1.206, 0.361, 0.192], [2.800, -0.703, -1.053], [1.502, -1.886, -1.751], [0.907, 2.595, 1.111], [1.897, 2.824, -0.018], [1.291, 2.156, 0.332]],
  "atomic_forces_ev_per_a": [[-0.47, 0.44, 0.20], [-1.18, -0.46, 0.54], [0.68, 0.44, -0.58], [0.04, -0.33, 0.38], [-0.08, -0.74, 1.54], [0.04, -0.51, -0.32], [0.34, -0.12, 0.43], [0.08, -0.04, -0.50], [0.83, 0.27, -0.06], [-0.34, -0.05, 0.10], [-0.02, 0.69, -0.79], [0.17, 0.39, -0.63], [-0.06, 0.18, -0.52], [0.21, -0.09, -0.15], [0.09, -0.12, -0.15], [-0.34, 0.04, 0.52]],
  "nbo_charge": [-0.74, 0.17, 0.18, -0.48, 0.25, 0.35, 0.32, 0.31, 0.28, 0.27, 0.51, 0.27, 0.25, 0.51, 0.53, -0.99]
}

---

{
  "formula": "C4H10NO2",
  "method": "ωB97M-V/def2-TZVPD",
  "gap_ev": 8.56,
  "lumo_ha": 0.15779,
  "e_above_lowest_kcal_mol": 17.3,
  "total_energy_ev": -9896.6962,
  "total_charge": -1,
  "molar_mass_da": 104.13,
  "elements": ["O", "C", "O", "H", "C", "C", "N", "C", "H", "H", "H", "H", "H", "H", "H", "H", "H"],
  "coordinates": [[1.735, 0.591, -1.465], [1.494, 1.777, -1.165], [0.577, 2.235, -0.454], [2.177, 2.546, -1.631], [0.403, -0.289, 1.976], [-0.215, -1.014, 0.788], [-1.088, -0.117, 0.050], [-1.417, -0.626, -1.265], [0.887, -0.993, 2.656], [-0.379, 0.215, 2.556], [1.122, 0.451, 1.635], [-0.778, -1.884, 1.153], [0.580, -1.396, 0.130], [-0.550, 0.748, -0.086], [-1.725, 0.203, -1.901], [-0.560, -1.121, -1.746], [-2.262, -1.325, -1.230]],
  "atomic_forces_ev_per_a": [[0.09, 0.00, 0.09], [0.14, -0.16, -0.49], [-0.16, 0.24, 0.26], [0.01, -0.02, 0.11], [-0.28, -0.14, 0.19], [-0.04, -0.04, 0.05], [0.05, 0.06, 0.14], [-0.03, -0.04, -0.04], [0.17, -0.03, -0.07], [0.08, 0.03, -0.16], [0.03, 0.10, -0.01], [-0.11, 0.01, -0.08], [0.10, 0.00, 0.07], [-0.07, 0.01, -0.03], [0.02, 0.06, -0.05], [-0.07, 0.04, -0.05], [0.07, -0.11, 0.08]],
  "nbo_charge": [-0.79, 0.63, -0.79, -0.01, -0.61, -0.21, -0.68, -0.41, 0.18, 0.20, 0.23, 0.15, 0.17, 0.42, 0.19, 0.17, 0.15]
}

---

{
  "formula": "C4H10NO2",
  "method": "ωB97M-V/def2-TZVPD",
  "smiles": "N[C@H](CO)CC[O-]",
  "gap_ev": 6.21,
  "lumo_ha": 0.14163,
  "e_above_lowest_kcal_mol": 96.0,
  "total_energy_ev": -9893.2842,
  "total_charge": -1,
  "molar_mass_da": 104.13,
  "elements": ["N", "C", "C", "O", "C", "C", "O", "H", "H", "H", "H", "H", "H", "H", "H", "H", "H"],
  "coordinates": [[1.342, 0.162, 0.137], [-0.091, 0.260, 0.292], [-0.482, 0.242, 1.695], [0.185, 1.054, 2.525], [-0.951, -0.823, -0.453], [-0.657, -0.563, -2.029], [0.660, -0.311, -2.335], [1.578, 0.543, -0.814], [1.649, -0.719, 0.126], [-0.409, 1.259, -0.175], [-0.798, -0.771, 2.129], [-1.524, 0.792, 1.838], [1.207, 0.986, 2.430], [-0.482, -1.825, -0.138], [-1.944, -0.686, -0.344], [-0.958, -1.559, -2.405], [-1.391, 0.200, -2.160]],
  "atomic_forces_ev_per_a": [[-0.37, 5.02, -0.12], [-1.37, 0.23, -2.41], [-5.26, 0.17, 1.56], [4.86, 1.45, 2.44], [6.39, -0.19, -1.21], [2.28, -2.14, 2.01], [-1.41, 0.29, -0.36], [-0.62, -0.89, 0.97], [1.17, -4.34, -0.19], [0.56, -1.12, 0.73], [1.29, 0.63, -0.51], [1.14, -1.35, -1.09], [-2.56, -0.19, -0.39], [-1.15, 1.05, -0.36], [-3.46, 0.00, 0.98], [-0.67, 0.23, -0.85], [-0.83, 1.13, -1.19]],
  "nbo_charge": [-0.89, -0.09, -0.03, -0.74, -0.45, -0.02, -0.98, 0.43, 0.34, 0.18, 0.13, 0.14, 0.47, 0.16, 0.18, 0.09, 0.08]
}

---

{
  "formula": "C4H10NO2",
  "method": "ωB97M-V/def2-TZVPD",
  "gap_ev": 8.40,
  "lumo_ha": 0.15944,
  "e_above_lowest_kcal_mol": 2.7,
  "total_energy_ev": -9897.3267,
  "total_charge": -1,
  "molar_mass_da": 104.13,
  "elements": ["N", "C", "O", "O", "H", "H", "C", "C", "C", "H", "H", "H", "H", "H", "H", "H", "H"],
  "coordinates": [[-0.609, -1.331, 2.567], [-0.522, -0.745, 1.276], [-1.036, 0.396, 1.159], [0.041, -1.442, 0.401], [-1.323, -0.912, 3.137], [-0.582, -2.337, 2.548], [0.163, -0.128, -2.193], [1.161, 0.807, -1.527], [0.601, 2.177, -1.091], [-0.732, -0.231, -1.584], [0.558, -1.146, -2.219], [-0.092, 0.255, -3.190], [1.997, 0.931, -2.232], [1.561, 0.319, -0.630], [1.431, 2.863, -0.892], [-0.039, 2.544, -1.899], [0.037, 2.039, -0.169]],
  "atomic_forces_ev_per_a": [[0.24, 0.05, 0.35], [-0.30, 0.05, -0.59], [0.18, -0.08, 0.13], [0.07, -0.05, 0.28], [-0.12, -0.11, 0.04], [-0.08, 0.00, 0.04], [-0.23, 0.15, 0.31], [0.41, 0.01, 0.31], [0.33, -0.78, -0.36], [-0.10, 0.22, 0.01], [0.10, 0.11, -0.34], [-0.02, -0.23, -0.01], [0.03, 0.18, 0.15], [-0.09, -0.06, -0.22], [-0.17, 0.14, -0.15], [-0.01, 0.38, 0.19], [-0.25, 0.02, -0.13]],
  "nbo_charge": [-0.92, 0.86, -0.83, -0.82, 0.36, 0.36, -0.61, -0.39, -0.62, 0.24, 0.21, 0.16, 0.15, 0.22, 0.18, 0.18, 0.26]
}

---

Question: Which formula does entry 5 have?
Answer: C4H10NO2